(1)
Computed, not measured: a cluster of 2 separate species, C5H7N in total, with ωB97M-V/def2-TZVPD.

Structure (XYZ):
```
13
Properties=species:S:1:pos:R:3:forces:R:3
C 2.731224 -0.028050 0.054593 2.5 2.3 -0.3
C -1.438796 1.038091 0.064921 2.4 0.1 -0.1
C -1.320938 -0.143839 -0.848358 0.6 -0.4 0.7
C -1.220677 -0.273508 0.731819 -0.7 0.2 -0.7
C -0.165466 -0.753280 -0.055530 1.2 0.8 -1.6
N 1.648629 0.556483 0.083010 -4.0 -1.7 -0.7
H 3.568710 0.741288 -0.135713 -0.5 -0.9 0.4
H 3.156573 -0.993271 0.225414 -0.6 -1.3 -0.1
H -0.532416 1.702749 0.042007 -1.1 -0.6 0.2
H -2.340657 1.472807 0.321221 -1.9 1.0 -0.1
H -2.110373 -0.604179 -1.526463 1.4 0.5 1.2
H -1.955530 -0.897699 1.182846 -0.3 0.0 0.9
H -0.020281 -1.817595 -0.139768 0.8 -0.1 0.0
```
Positions in Å, forces in eV/Å.

**Highest occupied orbital energy (spin up / spin down)**: -7.505 / -7.405 eV
**E_LUMO (spin up / spin down)**: 0.7 / 0.7 eV
**Spin multiplicity**: 1
**HOMO-LUMO gap (spin up / spin down)**: 8.202 / 8.096 eV
**E_tot**: -249.23952 Eh

Here is what natural (NBO) gives for the atomic charges, in e: atom 1 (C): -0.14, atom 2 (C): -0.40, atom 3 (C): -0.23, atom 4 (C): -0.23, atom 5 (C): -0.04, atom 6 (N): -0.41, atom 7 (H): 0.15, atom 8 (H): 0.16, atom 9 (H): 0.25, atom 10 (H): 0.21, atom 11 (H): 0.24, atom 12 (H): 0.22, atom 13 (H): 0.20

=====

(2)
Computed, not measured: a cluster of 17 separate species, H35O17 in total, with ωB97M-V/def2-TZVPD.

Structure (XYZ):
```
52
Properties=species:S:1:pos:R:3:forces:R:3
O 0.827488 -0.430102 -2.142700 -0.4 -0.4 1.7
H 0.974372 2.633317 3.888633 0.0 -0.3 0.2
H 1.575401 -0.118280 -1.598748 0.4 0.2 -0.5
O 1.165749 2.201033 3.048083 -0.1 0.4 -0.1
H -0.073756 -1.051246 3.728007 0.1 -0.1 0.2
H -3.182740 0.889735 -3.408887 -0.1 0.1 0.0
O -4.057859 -2.019539 -2.470960 0.1 -0.4 0.2
H -4.059468 -1.094496 -2.219067 -0.1 0.1 -0.2
H 2.180457 -1.132704 0.274436 0.3 -0.3 0.6
O -1.920693 2.035475 3.846501 0.5 0.1 0.0
H -2.641500 2.284116 3.267060 -0.3 -0.1 0.1
H 3.491658 -0.771566 -2.921032 0.2 -0.1 0.2
O 1.400789 -1.661038 0.060574 -0.6 0.1 -0.2
H 3.089974 -4.644381 -1.143167 0.0 -0.4 -0.1
O 0.405867 0.994017 0.050575 0.6 -0.3 0.6
H -0.041484 1.068093 0.902371 -0.2 0.0 0.0
H 4.704849 3.487395 0.278681 0.1 -0.5 -0.1
O -1.894618 -1.152846 0.837426 0.6 0.6 1.3
H -4.319454 -2.047193 2.783117 -0.2 -0.1 0.0
H 3.323664 1.186218 1.781109 -0.5 0.6 0.2
O 2.410180 -4.052736 -1.465565 -0.1 0.7 0.0
H 0.918923 -1.404199 -2.137496 0.5 0.0 -0.4
H 1.712186 -4.567802 -1.876169 0.2 -0.4 0.0
O -0.535363 -1.851876 3.463288 -0.2 0.2 -0.4
H -1.764279 1.356503 -3.252883 0.2 -0.1 0.0
H -0.657625 -2.390570 4.246789 0.1 0.0 0.2
O 3.881062 3.192214 0.690612 0.3 0.9 0.0
H -0.973567 -0.947195 1.058940 0.1 -0.2 -0.3
H 3.617455 4.032387 1.090413 -0.3 -0.2 0.2
O -1.492272 2.619432 -0.420391 1.0 -0.1 0.0
H -1.965379 0.125078 -1.059631 0.0 0.5 -0.3
H 0.975004 2.220150 -2.792404 0.0 0.1 -0.1
O 2.895099 0.543125 1.225870 0.6 -1.8 -0.9
H -1.501877 3.482227 -0.837516 -1.0 0.1 0.2
H 1.941920 0.591301 1.140129 0.1 1.0 0.5
O -1.472440 -0.552610 -1.528791 0.4 -1.7 1.3
H 0.052863 -0.387642 -1.354379 -0.5 0.6 -1.9
H -4.437391 -2.103057 -3.349254 -0.1 0.2 0.0
O 1.896704 1.960841 -2.882727 0.1 0.0 0.3
H -2.235358 -1.282413 1.736850 -0.5 -0.7 -0.3
H 0.394169 1.902180 -0.263668 -0.2 0.1 -0.1
O 3.388872 -1.613587 -3.370359 -0.3 -0.1 -0.3
H -1.566372 -1.286990 -0.855752 -0.3 0.6 -1.0
H 0.892515 2.889199 2.430021 0.1 -0.1 -0.2
O -2.609894 1.366654 -2.797743 -0.5 0.4 -0.4
H 2.404703 2.748616 -2.660927 0.0 0.0 0.0
H -2.167648 1.240295 4.324669 -0.3 0.0 -0.1
O -3.838860 -2.623778 2.179266 0.0 0.2 0.3
H -3.570645 -3.370516 2.725023 0.0 -0.1 -0.1
H 1.485640 -2.544405 0.429542 0.4 0.0 0.0
H -2.291808 2.370665 0.043534 -0.4 0.7 -0.3
H 3.264777 -2.317511 -2.721307 0.1 0.1 0.2
```
Positions in Å, forces in eV/Å.

**Highest occupied orbital energy**: -13.354 eV
**E_LUMO**: -2.7 eV
**Spin multiplicity**: 1
**HOMO-LUMO gap**: 10.645 eV
**Net charge**: +1
**E_tot**: -1299.77722 Eh

Here is what natural (NBO) gives for the atomic charges, in e: atom 1 (O): -0.81, atom 2 (H): 0.48, atom 3 (H): 0.54, atom 4 (O): -0.95, atom 5 (H): 0.48, atom 6 (H): 0.48, atom 7 (O): -0.94, atom 8 (H): 0.47, atom 9 (H): 0.51, atom 10 (O): -0.95, atom 11 (H): 0.47, atom 12 (H): 0.47, atom 13 (O): -1.01, atom 14 (H): 0.49, atom 15 (O): -0.97, atom 16 (H): 0.49, atom 17 (H): 0.48, atom 18 (O): -0.98, atom 19 (H): 0.47, atom 20 (H): 0.51, atom 21 (O): -0.97, atom 22 (H): 0.55, atom 23 (H): 0.49, atom 24 (O): -0.96, atom 25 (H): 0.47, atom 26 (H): 0.48, atom 27 (O): -0.94, atom 28 (H): 0.48, atom 29 (H): 0.47, atom 30 (O): -0.99, atom 31 (H): 0.51, atom 32 (H): 0.47, atom 33 (O): -1.01, atom 34 (H): 0.50, atom 35 (H): 0.49, atom 36 (O): -0.94, atom 37 (H): 0.57, atom 38 (H): 0.47, atom 39 (O): -0.94, atom 40 (H): 0.52, atom 41 (H): 0.50, atom 42 (O): -0.95, atom 43 (H): 0.52, atom 44 (H): 0.46, atom 45 (O): -0.94, atom 46 (H): 0.48, atom 47 (H): 0.48, atom 48 (O): -0.94, atom 49 (H): 0.48, atom 50 (H): 0.51, atom 51 (H): 0.50, atom 52 (H): 0.49

=====

(3)
Computed, not measured: a structure of composition C43H41F12N6O3SSeV, with ωB97M-V/def2-TZVPD.

Structure (XYZ):
```
108
Properties=species:S:1:pos:R:3:forces:R:3
V 1.410379 0.632158 2.713508 0.1 -0.7 -0.6
N 4.511284 2.228930 4.407289 0.2 0.2 0.0
C 3.236492 2.682335 4.599327 -0.2 -0.1 -0.1
S 2.928643 4.224682 5.231132 0.1 -0.2 -0.1
N 2.345691 1.748020 4.261289 -0.4 0.2 0.1
N 1.043858 1.965090 4.038049 0.3 0.6 0.8
C 0.139621 2.734545 4.511755 -0.1 0.0 0.0
C -1.204721 2.539084 4.025447 0.1 0.1 0.2
C -2.262909 3.320137 4.504536 0.0 0.0 0.0
C -3.554165 3.100396 4.080050 0.0 -0.1 -0.1
C -3.797707 2.068079 3.161867 0.0 0.1 0.1
C -2.772080 1.286136 2.683374 -0.1 0.1 0.0
C -1.448780 1.514212 3.093241 0.3 -0.2 -0.2
O -0.501908 0.754081 2.576732 -0.4 0.1 0.1
H 5.198477 2.963595 4.367417 0.0 -0.1 0.0
H 4.590662 1.511620 3.698522 0.0 0.0 0.0
H 0.397089 3.471590 5.262196 0.0 0.0 0.0
H -2.042649 4.110695 5.215256 0.0 0.0 0.0
H -4.366075 3.716515 4.444139 0.0 0.0 0.0
H -4.808451 1.883729 2.816154 0.0 0.0 0.0
H -2.946470 0.489108 1.971540 0.0 0.0 0.0
C 1.961318 2.397776 -4.062156 0.0 0.1 0.0
C 1.508954 1.593029 -2.879338 -0.1 0.0 0.1
C 0.084818 1.101339 -2.945119 0.1 -0.1 -0.1
C -0.236414 0.662861 -0.517861 -0.3 0.1 0.3
C 0.997924 0.357115 -0.040495 0.0 -0.2 0.0
N 1.094374 -0.469468 1.121615 -0.1 -0.1 0.0
C 0.463237 -1.688245 1.156148 0.2 0.2 0.0
C -0.079412 -2.274352 -0.009881 0.0 -0.1 0.0
C -0.737515 -3.485165 0.004152 0.0 0.0 -0.1
C -0.911808 -4.202492 1.182134 0.0 0.0 0.1
C -1.686558 -5.495463 1.222680 0.0 0.0 0.0
C -0.349874 -3.658789 2.325558 0.0 0.0 0.1
C 0.351906 -2.454730 2.344920 0.0 0.0 0.1
C 0.962093 -2.012883 3.681150 0.1 -0.1 0.0
O 1.763118 -0.886112 3.649122 -0.6 -0.3 0.2
C -0.184794 -1.780359 4.773431 0.4 -0.1 -0.4
F -1.390564 -1.652372 4.218124 -0.1 0.0 0.0
F 0.047427 -0.675731 5.479038 0.0 0.1 0.2
F -0.274396 -2.799317 5.659414 0.0 -0.1 0.0
C 1.969768 -3.094679 4.200615 -0.1 0.3 -0.3
F 2.941111 -3.251773 3.296780 0.1 0.0 -0.1
F 1.460876 -4.313755 4.428655 -0.1 -0.3 0.1
F 2.545143 -2.700478 5.343815 0.0 0.0 0.2
C 2.220917 0.887895 -0.548289 0.1 0.1 0.1
C 2.369745 1.463852 -1.821722 0.2 -0.1 0.0
C 3.354929 0.950213 0.494742 -0.2 0.1 0.2
O 2.881595 1.209565 1.778134 0.5 0.1 -0.6
C 4.213153 -0.359977 0.494321 -0.1 0.5 0.0
F 4.511352 -0.706880 -0.769610 0.2 -0.1 -0.1
F 5.392110 -0.185512 1.135540 0.1 -0.1 0.0
F 3.616272 -1.387336 1.076129 0.1 -0.1 0.0
C 4.328796 2.156811 0.257523 -0.4 -0.4 -0.1
F 5.111481 2.387006 1.316848 0.2 0.0 0.2
F 3.650323 3.276168 0.036390 -0.1 0.2 -0.1
F 5.162726 1.956010 -0.785098 0.2 0.0 -0.2
H 1.603948 1.982666 -5.008855 0.0 0.0 0.0
H 1.538466 3.406436 -3.974064 0.0 0.0 0.0
H 3.050041 2.479835 -4.104764 0.0 0.0 0.0
H -0.422444 1.644671 -3.752725 0.1 0.0 -0.1
H -1.050708 0.237643 0.062756 0.0 0.0 0.0
H 0.009617 -1.743054 -0.948265 0.0 0.0 0.1
H -1.142739 -3.866544 -0.929922 0.0 0.0 0.0
H -1.932866 -5.829320 0.212797 0.0 0.0 0.0
H -1.117486 -6.293513 1.707153 0.0 0.0 0.0
H -2.627994 -5.390269 1.770363 0.0 0.0 0.0
H -0.476703 -4.199641 3.256197 0.0 0.0 0.0
H 3.342893 1.881796 -2.035508 0.1 0.1 0.1
C 1.892211 -3.472010 -2.812388 0.0 0.0 0.0
C 2.501148 -2.076888 -2.723157 -0.1 0.0 0.0
C 2.323832 -1.216256 -3.970967 0.0 0.0 0.1
C 0.877153 -0.820207 -4.308842 -0.1 0.0 0.0
N 0.022481 -0.354389 -3.217984 -0.1 -0.1 0.1
C -0.699128 1.456863 -1.688225 -0.1 -0.2 0.1
Se -0.490336 3.407764 -1.356876 -0.1 -0.1 -0.1
N -2.111319 1.074590 -1.961852 0.0 0.0 -0.2
C -3.141714 1.633600 -1.101138 0.1 0.0 0.0
C -4.377144 2.176207 -1.827908 0.0 0.0 -0.1
C -4.180538 3.513561 -2.545403 0.0 0.0 0.0
C -3.553462 3.361220 -3.929013 0.1 0.0 0.0
C -2.303680 -0.227276 -2.419849 0.0 0.0 0.0
C -3.535989 -0.875877 -2.260534 0.1 0.0 0.0
C -3.778680 -2.166201 -2.718187 0.0 0.1 0.0
C -2.767359 -2.855141 -3.349104 0.1 0.1 0.0
C -1.529247 -2.239365 -3.515351 0.0 0.1 0.1
C -1.253001 -0.940510 -3.077523 0.0 0.1 0.0
H 2.113599 -4.052368 -1.914106 0.0 0.0 0.0
H 2.282602 -4.022091 -3.677219 0.0 0.0 0.0
H 0.806222 -3.432699 -2.899701 0.0 0.0 0.0
H 3.568181 -2.161906 -2.513354 0.0 0.0 0.0
H 2.069434 -1.546024 -1.872578 0.0 0.0 0.0
H 2.702048 -1.757263 -4.849489 0.0 0.0 0.0
H 2.940835 -0.323816 -3.864003 0.0 0.0 0.0
H 0.403426 -1.679012 -4.765603 -0.1 -0.1 -0.1
H 0.898015 -0.058470 -5.100465 0.0 0.0 0.0
H -2.667907 2.451841 -0.557864 -0.1 0.0 0.0
H -3.459917 0.887741 -0.359974 0.0 0.0 0.0
H -5.163560 2.276337 -1.070337 0.0 0.0 0.0
H -4.742807 1.448611 -2.560234 0.0 0.0 0.0
H -3.545680 4.161404 -1.936537 0.0 0.0 0.0
H -5.156445 4.003498 -2.643482 0.0 0.0 0.0
H -2.566605 2.903217 -3.846575 -0.1 0.0 0.0
H -3.421232 4.331209 -4.417520 0.0 0.0 0.0
H -4.183898 2.736443 -4.572238 0.1 0.0 0.0
H -4.335883 -0.357983 -1.757343 0.0 0.0 0.0
H -4.752970 -2.614927 -2.565134 0.0 0.0 0.0
H -2.912383 -3.867719 -3.706429 0.0 0.0 0.0
H -0.754743 -2.824921 -3.980908 0.0 0.0 -0.1
```
Positions in Å, forces in eV/Å.

**Expectation value of S²**: 2.0605
**Highest occupied orbital energy (spin up / spin down)**: -1.623 / -1.754 eV
**E_LUMO (spin up / spin down)**: 4.3 / 4.2 eV
**Spin multiplicity**: 3
**HOMO-LUMO gap (spin up / spin down)**: 5.923 / 5.989 eV
**Net charge**: -2
**E_tot**: -7159.65397 Eh

These are the Mulliken partial charges, in e, on atoms 1 to 99: atom 1 (V): -0.32, atom 2 (N): -0.50, atom 3 (C): 0.14, atom 4 (S): -0.53, atom 5 (N): -0.84, atom 6 (N): 0.75, atom 7 (C): -0.35, atom 8 (C): 0.52, atom 9 (C): -0.77, atom 10 (C): -0.75, atom 11 (C): -0.71, atom 12 (C): -0.77, atom 13 (C): 0.39, atom 14 (O): 0.51, atom 15 (H): 0.27, atom 16 (H): 0.22, atom 17 (H): 0.42, atom 18 (H): 0.42, atom 19 (H): 0.39, atom 20 (H): 0.42, atom 21 (H): 0.42, atom 22 (C): -2.34, atom 23 (C): 0.98, atom 24 (C): -0.22, atom 25 (C): -0.21, atom 26 (C): 0.12, atom 27 (N): 0.94, atom 28 (C): -0.53, atom 29 (C): 0.49, atom 30 (C): -0.83, atom 31 (C): 0.43, atom 32 (C): -1.76, atom 33 (C): -0.53, atom 34 (C): -0.49, atom 35 (C): 2.08, atom 36 (O): -0.88, atom 37 (C): 0.56, atom 38 (F): -0.28, atom 39 (F): -0.29, atom 40 (F): -0.33, atom 41 (C): 0.39, atom 42 (F): -0.20, atom 43 (F): -0.27, atom 44 (F): -0.28, atom 45 (C): 0.01, atom 46 (C): -1.21, atom 47 (C): 1.78, atom 48 (O): -0.68, atom 49 (C): 0.17, atom 50 (F): -0.28, atom 51 (F): -0.34, atom 52 (F): -0.02, atom 53 (C): 0.36, atom 54 (F): -0.21, atom 55 (F): -0.21, atom 56 (F): -0.28, atom 57 (H): 0.41, atom 58 (H): 0.32, atom 59 (H): 0.46, atom 60 (H): 0.32, atom 61 (H): 0.52, atom 62 (H): -0.05, atom 63 (H): 0.28, atom 64 (H): 0.34, atom 65 (H): 0.36, atom 66 (H): 0.33, atom 67 (H): 0.55, atom 68 (H): 0.44, atom 69 (C): -1.58, atom 70 (C): 0.98, atom 71 (C): -0.92, atom 72 (C): -1.29, atom 73 (N): 1.10, atom 74 (C): -1.77, atom 75 (Se): -0.42, atom 76 (N): 1.42, atom 77 (C): -1.02, atom 78 (C): -1.01, atom 79 (C): -0.55, atom 80 (C): -0.79, atom 81 (C): 1.39, atom 82 (C): -0.65, atom 83 (C): -1.22, atom 84 (C): -1.35, atom 85 (C): -0.82, atom 86 (C): 0.21, atom 87 (H): 0.48, atom 88 (H): 0.33, atom 89 (H): 0.18, atom 90 (H): 0.51, atom 91 (H): -0.88, atom 92 (H): 0.60, atom 93 (H): 0.30, atom 94 (H): 0.96, atom 95 (H): 0.04, atom 96 (H): 0.83, atom 97 (H): 0.31, atom 98 (H): 0.42, atom 99 (H): 0.27

=====

Number 1: maximum force 4.3 eV/A. Number 2: maximum force 2.1 eV/A. Number 3: maximum force 1.1 eV/A.